The following is a DFT calculation (ωB97M-V/def2-TZVPD) of a 2-piece molecular cluster, C3H10N2 overall.

Structure (ORCA input):
```
! RIJCOSX wB97M-V def2-TZVPD def2/J DEFGRID3
* xyz 0 1
C -0.43 4.36 0.41
N -1.53 3.86 1.20
H -0.69 5.05 -0.40
H 0.17 3.61 -0.13
H 0.36 4.77 1.04
H -1.67 4.50 1.97
H -2.45 3.93 0.78
C -0.08 -3.11 0.35
C 0.43 -3.29 -0.88
N 1.75 -3.00 -1.17
H 0.54 -2.71 1.14
H -1.14 -3.18 0.57
H -0.14 -3.62 -1.74
H 2.32 -2.60 -0.44
H 2.06 -3.33 -2.06
*
```

Results
ΔE to the lowest compared entry with this formula, charge and spin, kcal per mole: 31.6
E_HOMO, eV: -7.95
E, a.u.: -229.7590
SMILES string: C=CN.CN
LUMO level, eV: 1.151